Entry 1:
64
Properties=species:S:1:pos:R:3 method="wB97M-V/def2-TZVPD" spin_multiplicity=1 homo_ev=-8.755 orbital_gap_ev=8.840 de_lowest_kj_mol=15.7
Li 0.23697 -0.18017 0.53456
C 3.53007 2.51919 2.08604
O 3.45553 1.21478 2.72281
C 2.48607 0.55745 2.06396
N 1.84453 1.14842 1.14398
C 2.34749 2.52476 1.08358
C 2.72503 2.96839 -0.30895
C 2.97437 2.05027 -1.32138
C 3.33111 2.48673 -2.59078
C 3.44256 3.84349 -2.85876
C 3.19219 4.76625 -1.85079
C 2.83265 4.32852 -0.58393
C 2.15232 -0.82507 2.48457
C 2.50401 -1.36969 3.70824
C 1.95979 -2.59946 4.04427
C 1.08826 -3.22900 3.16667
C 0.82871 -2.60878 1.95506
N 1.36560 -1.44604 1.61768
C -0.13032 -3.13278 0.95032
N -0.27794 -2.64062 -0.20631
C -1.33829 -3.41871 -0.86509
C -1.88726 -4.31366 0.27022
O -0.91052 -4.16443 1.33489
C -2.37623 -2.54382 -1.52458
C -2.99791 -2.97713 -2.69277
C -3.95685 -2.18695 -3.31439
C -4.29385 -0.95361 -2.77163
C -3.67725 -0.52038 -1.60424
C -2.72327 -1.31135 -0.97800
H 4.49463 2.60268 1.59087
H 3.44423 3.27643 2.85915
H 1.55097 3.17866 1.44678
H 2.86716 0.99171 -1.11661
H 3.51348 1.76320 -3.37598
H 3.70901 4.18338 -3.85207
H 3.26567 5.82751 -2.05396
H 2.61954 5.05319 0.19698
H 3.14595 -0.82216 4.38370
H 2.18833 -3.05124 5.00080
H 0.60749 -4.16553 3.41102
H -0.86928 -4.03001 -1.63963
H -1.94756 -5.36593 0.00946
H -2.85046 -3.96271 0.63522
H -2.71940 -3.93215 -3.12963
H -4.43138 -2.52936 -4.22607
H -5.03214 -0.32969 -3.26132
H -3.92986 0.44131 -1.17454
H -2.23908 -0.95502 -0.07233
Cl -3.46605 1.92105 2.14700
C -2.79405 0.64753 3.20059
Cl -3.75220 -0.85744 3.06540
C -1.31415 0.35331 2.86835
O -0.52948 0.42499 3.81644
O -1.07501 0.06279 1.66420
H -2.89131 0.99197 4.21885
I -2.28809 3.62833 -3.45563
C -1.38497 1.93336 -2.71487
C -1.23978 0.72503 -3.35132
N -0.58912 -0.07502 -2.48529
N -0.32186 0.52908 -1.32342
C -0.79735 1.75859 -1.44867
H -1.56104 0.39166 -4.32385
H -0.38538 -1.05576 -2.57530
H -0.72507 2.45967 -0.62956

---

Entry 2:
130
Properties=species:S:1:pos:R:3 method="wB97M-V/def2-TZVPD" spin_multiplicity=1 homo_ev=-8.945 orbital_gap_ev=9.589 smiles="CC(=O)OCCCC[C@H]1C[C@H]([Si](C)(C)C)OC1=O.c1ccncc1.c1ccncc1.c1ccncc1.c1ccncc1.c1ccncc1.c1ccncc1.c1ccncc1.c1ccncc1"
C 5.29705 1.75258 3.49897
C 5.29019 3.28214 2.99421
O 5.95973 4.11414 3.65099
O 4.52423 3.61629 1.83227
C 5.41511 3.87271 0.69904
C 5.75021 2.51885 -0.13929
C 4.59956 2.33986 -1.27022
C 4.03044 0.82099 -1.07885
C 2.84175 0.92949 -0.00706
C 1.37296 0.71807 -0.59559
C 0.58183 0.93847 0.80963
Si 0.14958 2.78913 1.19633
C -1.68893 2.98314 1.73947
C 1.28804 3.27687 2.69686
C 0.64120 3.98297 -0.24273
O 1.45710 0.23692 1.77087
C 2.73575 -0.11978 1.19398
O 3.53187 -1.00014 1.59363
H 4.76650 1.70397 4.51619
H 6.36878 1.37075 3.64409
H 4.72914 1.10522 2.73942
H 6.39164 4.39003 1.03342
H 4.85677 4.59194 -0.00834
H 6.75010 2.58637 -0.68934
H 5.70128 1.60976 0.56922
H 4.96958 2.53585 -2.33201
H 3.74674 3.09916 -1.09240
H 4.85555 0.08041 -0.79637
H 3.53810 0.55317 -2.09959
H 3.08378 1.90311 0.55508
H 1.03289 1.30609 -1.50540
H 1.23175 -0.41296 -0.77070
H -0.41154 0.36987 0.68182
H -2.38507 2.35300 1.07292
H -1.80181 2.56065 2.80011
H -2.04920 4.07417 1.73354
H 2.21710 2.59174 2.73050
H 0.72076 3.04837 3.67296
H 1.64486 4.36057 2.64219
H 1.28251 4.86774 0.12340
H -0.27526 4.39211 -0.81149
H 1.29604 3.46042 -1.03854
C -3.01325 -3.62403 -0.01347
C -2.22262 -3.44180 1.11249
C -1.75667 -2.16648 1.38657
N -2.02297 -1.09420 0.62269
C -2.78892 -1.29925 -0.46173
C -3.30566 -2.53407 -0.81931
H -3.39798 -4.60755 -0.25990
H -1.97480 -4.27177 1.76248
H -1.13753 -1.97192 2.25690
H -2.98640 -0.41622 -1.06180
H -3.91935 -2.64075 -1.70315
C -6.03899 -2.30975 4.53475
C -5.47770 -1.87536 3.34317
C -5.35094 -2.78726 2.30805
N -5.73698 -4.07113 2.39168
C -6.27560 -4.46552 3.55687
C -6.44869 -3.63029 4.64896
H -6.15575 -1.62491 5.36758
H -5.14635 -0.85175 3.22107
H -4.92127 -2.49508 1.35616
H -6.57655 -5.50767 3.59761
H -6.89121 -4.00236 5.56463
C 3.90739 9.11234 -2.28121
C 3.22465 8.79648 -1.11587
C 2.97244 7.46120 -0.84557
N 3.34718 6.45249 -1.64804
C 4.00448 6.78581 -2.76973
C 4.30811 8.08917 -3.12806
H 4.12499 10.14588 -2.52738
H 2.89607 9.56944 -0.43256
H 2.44461 7.16371 0.05481
H 4.29354 5.95139 -3.40100
H 4.84336 8.29921 -4.04560
C -2.30370 -3.61571 7.68342
C -2.42238 -3.93233 6.33810
C -2.40427 -2.89724 5.41706
N -2.28229 -1.60289 5.75045
C -2.17089 -1.32378 7.05828
C -2.17427 -2.28554 8.05568
H -2.31220 -4.39789 8.43469
H -2.52615 -4.95964 6.01176
H -2.49089 -3.09410 4.35301
H -2.07577 -0.26981 7.29922
H -2.07888 -2.00218 9.09642
C 7.89100 -3.63678 4.84978
C 6.80745 -3.51973 3.99148
C 6.21653 -2.27448 3.84743
N 6.62964 -1.17267 4.49410
C 7.67864 -1.31388 5.31959
C 8.33967 -2.51324 5.52923
H 8.38118 -4.59436 4.98826
H 6.43024 -4.37571 3.44616
H 5.36810 -2.13116 3.18536
H 7.98978 -0.40806 5.83059
H 9.18288 -2.56807 6.20642
C -8.32451 -1.59331 -3.89973
C -7.11877 -0.94919 -4.13619
C -6.07956 -1.15527 -3.24343
N -6.17114 -1.94037 -2.15803
C -7.34892 -2.55034 -1.95160
C -8.44629 -2.41214 -2.78640
H -9.16120 -1.45836 -4.57640
H -6.98886 -0.30207 -4.99481
H -5.11617 -0.67604 -3.38744
H -7.39581 -3.17680 -1.06625
H -9.37226 -2.93057 -2.57146
C -6.53246 -5.30366 -7.51204
C -6.30768 -4.79556 -8.78328
C -6.01959 -3.44599 -8.90816
N -5.94849 -2.59799 -7.87016
C -6.17176 -3.11478 -6.65160
C -6.46332 -4.44959 -6.42100
H -6.75956 -6.35500 -7.37294
H -6.35466 -5.43303 -9.65730
H -5.83313 -3.00239 -9.88079
H -6.11024 -2.40722 -5.83173
H -6.63262 -4.81192 -5.41455
C 3.00344 0.14562 -7.22238
C 3.42229 -0.92814 -6.45064
C 3.30174 -0.83213 -5.07373
N 2.80591 0.24220 -4.43995
C 2.40980 1.26767 -5.21015
C 2.48522 1.26827 -6.59350
H 3.08033 0.10818 -8.30351
H 3.83271 -1.81973 -6.90779
H 3.61261 -1.64680 -4.42768
H 2.01531 2.12405 -4.67210
H 2.14826 2.12434 -7.16453

---

Entry 3:
96
Properties=species:S:1:pos:R:3 method="wB97M-V/def2-TZVPD" s2=2.016 spin_multiplicity=3 homo_ev="-6.743 / -6.207" orbital_gap_ev="7.088 / 6.416" de_lowest_kj_mol=0.0
Mo -0.75398 0.00510 0.30397
C -2.10287 1.65510 -0.30036
C -1.56927 1.89224 1.00789
C -0.13115 2.07394 0.82426
Si -2.56701 1.82895 2.59078
C 0.18097 1.86299 -0.53714
C -1.04261 1.57854 -1.26809
Si -1.27027 1.40427 -3.12825
H -3.16492 1.57452 -0.52686
H 0.55560 2.40534 1.59094
H 1.16447 1.95552 -0.99487
Cl 2.10290 -0.71729 0.29509
C -3.07900 1.35063 -3.57655
C -0.44927 2.80616 -4.06579
C -4.37864 1.89800 2.22578
C -1.99715 3.18601 3.73394
H -1.07266 3.69980 -3.93750
H -0.40625 2.57180 -5.13734
H 0.56012 3.04269 -3.71603
H -3.61340 0.57497 -3.01469
H -3.17212 1.13912 -4.64970
H -3.55126 2.32096 -3.37361
H -2.41130 4.12779 3.35383
H -0.90648 3.27702 3.77934
H -2.38553 3.01103 4.74541
H -4.56190 2.50018 1.33201
H -4.88792 2.36721 3.07444
H -4.79206 0.89683 2.06639
C -0.45834 -0.25196 -3.63145
C -2.15263 0.14830 3.39825
P 1.10387 -0.61689 -2.74709
H -0.32632 -0.24686 -4.72545
H -1.20000 -1.03224 -3.37140
P -0.52984 -0.42512 2.82693
H -2.91775 -0.57710 3.07789
H -2.19677 0.25577 4.49041
C -0.35408 -2.17825 3.34241
C 0.62404 0.59659 3.89352
C 2.27718 0.65719 -3.46647
C 1.81391 -2.18919 -3.45381
C 2.07869 -3.23043 -2.35934
H 2.78792 -1.91078 -3.89451
C 0.90965 -2.77521 -4.53432
H -0.06180 -3.04297 -4.10636
H 1.37283 -3.68703 -4.92881
H 0.75249 -2.08918 -5.37148
H 2.72109 -2.84962 -1.55929
H 2.57116 -4.10488 -2.80606
H 1.13151 -3.55098 -1.91219
H 1.84276 1.61698 -3.14769
C 2.33348 0.61308 -4.99621
C 3.67739 0.54663 -2.84171
H 1.37448 0.85847 -5.46718
H 2.66192 -0.36942 -5.36096
H 3.06590 1.35786 -5.33948
H 3.68552 0.91045 -1.80745
H 4.38455 1.16241 -3.41375
H 4.05554 -0.48399 -2.84609
H 0.36992 1.63633 3.62623
C 2.11519 0.40346 3.57950
C 0.35800 0.42441 5.39522
H -0.67126 0.67021 5.68276
H 1.01791 1.10791 5.95032
H 0.58340 -0.59622 5.73035
H 2.39378 0.86455 2.62489
H 2.40788 -0.65452 3.55536
H 2.70954 0.89761 4.36406
C -0.70361 -3.12974 2.20044
C -1.18308 -2.52060 4.58151
H 0.71946 -2.27478 3.56497
H -2.25660 -2.49424 4.35419
H -0.99412 -1.85361 5.43125
H -0.93144 -3.54220 4.89427
H -1.76399 -3.03735 1.92148
H -0.54108 -4.16032 2.54367
H -0.11411 -2.98025 1.28643
C 3.97993 -0.61296 0.52751
H 4.22752 -1.36614 1.29426
H 4.20541 0.41183 0.86028
H 4.44676 -0.85129 -0.43982
O -3.94430 -1.32625 1.52020
C -3.68298 -1.71651 0.35770
N -2.49787 -1.42157 -0.24631
S -1.93910 -2.49042 -1.40708
O -0.57570 -2.83352 -0.94907
O -2.78763 -3.91291 -1.00474
C -4.14810 -3.76945 -0.93339
C -4.95749 -4.82199 -1.39417
C -6.32533 -4.74639 -1.14528
C -6.83289 -3.68801 -0.37942
C -5.98637 -2.68284 0.09988
C -4.64338 -2.62928 -0.30592
H -4.49964 -5.65988 -1.92051
H -6.99054 -5.52577 -1.53124
H -7.89460 -3.65496 -0.12467
H -6.34719 -1.91419 0.79493

---

Entry 4:
18
Properties=species:S:1:pos:R:3 method="wB97M-V/def2-TZVPD" total_charge=+4 spin_multiplicity=1 homo_ev="-29.558 / -28.033" orbital_gap_ev="8.204 / 5.005" de_lowest_kj_mol=0.0
H -1.25216 -0.40886 0.91243
O -0.58293 0.18345 -0.70296
O 1.16156 -0.29837 0.63687
O 0.30034 1.81186 0.55569
C -1.73377 -0.55578 -0.31556
C 2.34559 0.09788 0.85867
C -1.99108 -1.77076 -1.12749
C 3.30752 -0.79573 1.44692
C 0.09034 0.61818 0.36689
H -2.55939 0.15987 -0.25737
H 2.56772 1.15550 0.65913
H -2.01320 -2.62886 -0.44073
H -2.98277 -1.70050 -1.59587
H -1.22781 -1.92478 -1.89781
H 4.19390 -0.77151 0.78492
H 3.66248 -0.31945 2.37887
H 2.92707 -1.80731 1.60278
Al -0.25420 3.20118 0.44095